This record from the OMol25 dataset describes 15 unconnected molecules or ions with the total composition C4H28BO22 in a non-equilibrium geometry. The level of theory is ωB97M-V with the def2-TZVPD basis set.

The geometry in ORCA input format:
```
! RIJCOSX wB97M-V def2-TZVPD def2/J DEFGRID3
* xyz -1 1
O -1.68 -2.57 3.10
C -1.55 -1.83 2.12
O -0.58 -0.95 1.89
B -0.75 -0.35 0.59
O -1.96 -0.96 0.01
C -2.55 -1.73 0.90
O -3.59 -2.41 0.82
O 0.43 -0.48 -0.28
C 1.04 0.72 -0.37
O 2.05 1.03 -1.01
C 0.01 1.74 0.23
O -0.96 1.10 0.67
O 0.12 2.97 0.21
O -1.28 3.65 2.65
H -0.75 3.09 2.09
H -1.35 4.48 2.17
O -2.52 -5.46 2.61
H -2.67 -5.52 1.66
H -2.36 -4.52 2.77
O 0.78 -4.38 2.66
H 0.51 -3.72 3.30
H 1.50 -3.97 2.18
O 2.50 3.91 -0.81
H 1.82 3.58 -0.23
H 2.78 4.74 -0.41
O -4.15 0.80 -0.90
H -3.36 0.58 -0.40
H -4.31 0.04 -1.45
O 3.47 3.25 -3.19
H 3.21 3.35 -2.27
H 4.19 3.88 -3.29
O 5.34 1.78 -1.21
H 4.41 1.68 -1.42
H 5.79 1.19 -1.82
O -3.90 -5.30 0.19
H -4.31 -4.45 0.06
H -3.26 -5.36 -0.52
O -2.12 -1.85 5.81
H -2.76 -2.11 5.14
H -1.27 -1.98 5.38
O 2.77 -1.09 -3.52
H 2.70 -0.62 -4.36
H 3.45 -0.63 -3.04
O 0.04 5.00 -1.86
H 0.76 4.37 -1.81
H -0.49 4.82 -1.08
O -1.91 -0.17 -2.58
H -2.50 -0.62 -3.19
H -1.70 -0.84 -1.92
O 1.12 2.43 -3.67
H 1.88 2.98 -3.48
H 1.26 1.64 -3.14
O 2.43 -1.97 1.31
H 1.62 -1.75 0.85
H 2.62 -1.20 1.85
*
```

Properties
E ... -50332.54455 eV
Energy above the lowest of the compared OMol25 structures with the same formula, charge and spin ... 157.1 kJ/mol
HOMO-LUMO gap ... 9.630 eV